Density functional theory data (ωB97M-V with the def2-TZVPD basis set) for a structure of composition C35H43ClCoP2Si2 at a distorted geometry.

```
84
Properties=species:S:1:pos:R:3
C -3.69 -2.08 0.91
C -2.36 -2.43 0.45
C -1.44 -2.02 1.49
H -2.13 -3.10 -0.38
C -2.20 -1.51 2.57
C -3.56 -1.55 2.23
H -4.38 -1.30 2.90
H -4.63 -2.39 0.44
H -0.37 -2.23 1.47
H -1.79 -1.20 3.53
Co -2.50 -0.51 0.03
Si 2.48 -0.76 0.31
C 3.65 -0.77 -1.17
C 4.54 0.29 -1.35
H 4.56 1.14 -0.66
C 5.46 0.23 -2.40
H 6.19 1.02 -2.51
C 5.42 -0.84 -3.29
H 6.11 -0.88 -4.14
C 4.49 -1.87 -3.12
H 4.39 -2.68 -3.85
C 3.65 -1.88 -2.01
H 2.98 -2.72 -1.82
C 4.01 -0.38 1.55
C 5.22 -1.06 1.30
H 5.26 -1.90 0.58
C 6.44 -0.66 1.86
H 7.38 -1.12 1.53
C 6.45 0.36 2.82
H 7.40 0.70 3.24
C 5.23 0.91 3.21
H 5.23 1.66 4.00
C 4.03 0.53 2.61
H 3.10 0.98 2.96
H 2.20 -2.16 0.73
Si 1.36 2.67 0.34
C 0.76 2.04 2.04
C 0.74 0.72 2.56
H 0.98 -0.17 1.96
C 0.50 0.44 3.90
H 0.58 -0.59 4.25
C 0.19 1.47 4.79
H 0.04 1.25 5.85
C 0.04 2.76 4.27
H -0.27 3.56 4.94
C 0.30 3.04 2.93
H 0.19 4.05 2.55
C 1.19 1.31 -0.91
C 0.85 -0.09 -0.47
H 0.01 -0.08 0.24
C 0.60 -1.12 -1.48
H 0.19 -2.08 -1.16
C 0.86 -0.87 -2.80
H 0.79 -1.67 -3.55
C 1.27 0.41 -3.19
H 1.56 0.55 -4.22
C 1.35 1.47 -2.28
H 1.60 2.45 -2.68
H 0.71 3.91 -0.04
Cl -1.97 1.47 0.69
C -2.33 0.64 -2.99
P -3.09 -0.74 -2.07
C -2.53 -2.24 -2.90
C -4.91 -0.62 -2.44
C -5.70 -0.13 -1.23
P -4.60 0.75 -0.03
C -5.48 0.87 1.55
C -4.70 2.46 -0.67
H -2.99 1.51 -3.01
H -2.14 0.30 -4.02
H -1.38 0.91 -2.52
H -2.91 -3.12 -2.38
H -2.89 -2.24 -3.93
H -1.43 -2.26 -2.89
H -5.03 0.06 -3.30
H -5.25 -1.61 -2.76
H -6.48 0.58 -1.52
H -6.18 -0.95 -0.69
H -6.18 0.03 1.65
H -4.76 0.87 2.37
H -6.05 1.82 1.57
H -5.77 2.72 -0.73
H -4.20 3.13 0.04
H -4.25 2.57 -1.66
```

Properties
multiplicity = 4
HOMO level (spin up / spin down) = -0.2194 / -0.2653 Ha
E_tot = -121470.7727 eV
⟨S²⟩ = 4.1848